63
Properties=species:S:1:pos:R:3:forces:R:3 method="wB97M-V/def2-TZVPD" homo_lumo_gap_ev="8.1 / 5.7" mol_weight_g_mol=818.93 fmax_ha_per_bohr=0.031 e_tot_ev=-102235.5939 total_charge=-1 multiplicity=3 e_homo_ev="-6.739 / -6.807"
V 0.1932 -0.1461 0.1145 -0.24 -1.51 -0.01
O 1.0903 -1.9116 3.5403 -0.01 0.01 0.00
C 1.1894 -1.0871 2.6586 0.09 0.10 0.01
O 0.1750 -0.5865 1.9962 -0.03 -0.08 -0.07
C 2.5298 -0.4886 2.2943 -0.05 -0.02 0.00
C 3.4360 -0.1891 3.2872 0.02 -0.02 0.00
C 4.6402 0.4175 2.9549 0.00 -0.03 0.01
C 4.9528 0.7409 1.6518 0.01 -0.02 -0.02
C 4.0473 0.4262 0.6600 0.03 0.03 0.00
C 2.8316 -0.2415 0.9283 0.03 0.00 0.03
O 2.0481 -0.6533 -0.0175 0.14 -0.02 0.06
N 4.3933 0.8094 -0.7106 0.00 -0.11 -0.04
O 5.5782 0.8589 -0.9924 -0.01 0.04 0.00
O 3.4967 1.0692 -1.4885 0.01 0.04 0.01
N 5.5877 0.7606 4.0124 -0.09 0.22 0.03
O 5.2928 0.4692 5.1553 0.04 -0.08 -0.01
O 6.6118 1.3388 3.6947 0.03 -0.08 -0.01
H 3.2025 -0.4152 4.3177 -0.01 0.00 -0.01
H 5.8807 1.2351 1.4101 0.00 0.00 0.00
O 0.3134 -0.0354 -2.0213 0.02 0.03 0.11
C -0.8056 -0.0278 -2.9224 -0.04 0.00 0.00
C -1.5445 1.2961 -2.9568 0.01 0.01 0.00
C -1.9789 1.8407 -1.5875 0.00 0.00 0.01
C -2.6968 0.8567 -0.7026 0.00 0.00 -0.02
C -4.0860 0.8041 -0.7144 -0.01 -0.01 0.01
C -4.7535 -0.0662 0.1260 0.01 0.01 -0.01
C -4.0126 -0.8665 0.9780 0.00 -0.01 0.00
C -2.6365 -0.7792 0.9305 0.03 -0.02 0.02
N -1.9876 0.0496 0.1037 -0.17 0.11 -0.05
H 1.0265 0.5628 -2.2831 -0.01 -0.01 -0.01
H -1.4384 -0.8424 -2.5707 0.02 0.03 -0.03
H -0.4465 -0.2913 -3.9193 0.00 0.01 0.00
H -2.4201 1.1497 -3.5974 0.00 -0.01 0.01
H -0.9284 2.0603 -3.4400 -0.01 0.01 -0.01
H -2.6480 2.6865 -1.7538 0.01 0.01 -0.01
H -1.1149 2.2209 -1.0490 0.00 0.00 0.00
H -4.6290 1.4623 -1.3797 0.00 0.00 0.00
H -5.8351 -0.1109 0.1231 0.00 0.00 0.00
H -4.4809 -1.5525 1.6688 0.00 0.00 0.00
H -2.0077 -1.3815 1.5721 0.00 0.01 0.00
F 0.4010 1.9165 3.9546 -0.03 0.05 -0.02
Te 0.9444 2.6995 2.3039 -0.23 0.25 -0.02
F -0.9374 2.8131 1.9846 0.11 0.05 -0.29
F 1.8335 3.5503 0.8358 -0.21 0.02 -0.01
F 2.6000 2.8874 3.2318 0.15 -0.16 -0.20
F 0.6408 4.4454 2.8561 0.05 -0.08 0.30
O 0.3905 1.4254 0.2345 0.39 1.50 0.34
O -1.6861 -2.8011 -1.8352 -0.22 -0.05 0.15
C -0.9505 -2.9728 -0.8667 0.45 0.01 -0.37
O -0.3192 -2.0661 -0.2250 -0.11 -0.30 -0.04
C -0.6660 -4.3870 -0.3963 -0.15 0.03 0.13
C 0.0137 -4.6176 0.7953 -0.02 -0.02 -0.01
C 0.2477 -5.9154 1.2226 0.01 0.00 0.00
C -0.1985 -6.9598 0.4325 -0.06 -0.01 0.04
C -0.8750 -6.7579 -0.7591 0.01 0.00 0.00
C -1.1115 -5.4571 -1.1649 0.00 0.01 0.00
N 0.0512 -8.3441 0.8741 0.23 -0.04 -0.12
O 0.6475 -8.5108 1.9197 -0.09 0.02 0.03
O -0.3244 -9.2489 0.1510 -0.08 0.04 0.06
H 0.3484 -3.7791 1.3905 0.01 0.03 0.00
H 0.7660 -6.1197 2.1473 0.00 0.00 0.00
H -1.2029 -7.6067 -1.3398 0.00 0.00 0.00
H -1.6446 -5.2448 -2.0814 0.00 0.00 0.01

***

50
Properties=species:S:1:pos:R:3:forces:R:3 method="wB97M-V/def2-TZVPD" smiles=O[C@@H]1c2ccc(F)cc2C[C@H]1N1CCN(c2cc(Cl)cc3c2OCCO3)CC1 homo_lumo_gap_ev=8.9 mol_weight_g_mol=404.87 fmax_ha_per_bohr=0.149 e_tot_ev=-46492.9193 e_homo_ev=-8.390
F 4.9209 -5.6214 0.4750 -0.39 0.32 -0.33
Cl -4.1148 6.0181 -0.9891 0.19 -0.76 -0.22
O 0.2503 5.2354 0.8529 3.01 -3.39 1.44
O 0.3596 2.3508 0.2725 -0.20 -0.31 -0.31
O 0.4935 -1.6353 2.1293 -1.98 -0.92 -0.10
C 3.1894 -4.8412 1.8781 -0.98 -0.16 -0.13
C -1.7039 5.4381 -0.0076 -2.28 -6.83 -2.57
C -2.9697 3.4861 -0.9106 2.40 -0.17 0.92
C 3.2537 -4.1390 -0.3991 -0.43 0.50 -0.83
C 1.9426 -4.1789 2.0981 2.63 -1.45 0.78
C 3.7877 -4.8962 0.6101 -0.59 0.52 2.17
C -2.8013 4.8546 -0.6765 -0.21 0.72 0.85
C -0.7460 4.4667 0.2897 -0.87 2.71 -0.56
C -0.7767 3.0660 -0.0433 1.00 1.77 0.94
C -1.9288 2.5108 -0.6115 -0.68 0.48 -0.01
C 2.1001 -3.3873 -0.1757 -0.69 -0.33 0.99
C 1.4545 -3.4424 1.0734 0.43 -0.16 -2.32
N -2.0285 1.0629 -0.8830 -0.98 1.88 -0.59
N -1.1414 -1.7403 -0.9963 -2.04 -0.17 0.08
C 1.1805 4.2764 1.5010 -0.60 -0.47 -1.70
C 1.5567 3.1605 0.4703 -1.37 -0.24 0.35
C -1.2435 0.6351 -2.0354 1.36 -0.39 0.26
C -2.1827 0.1555 0.2494 -1.22 0.13 0.24
C -1.2941 -0.9081 -2.1923 2.39 0.01 -0.78
C -2.3122 -1.3031 -0.1682 0.59 0.17 -1.56
C 1.1676 -2.6531 -1.1323 2.18 0.88 -1.02
C 0.2362 -2.6431 1.0643 1.57 4.30 0.22
C 0.1661 -1.8333 -0.3414 -0.15 0.44 0.97
H 1.3384 -1.2522 1.9218 0.57 0.20 -0.19
H 3.6208 -5.3756 2.7082 0.22 -0.20 -0.01
H -1.6374 6.4301 0.1283 0.54 3.13 0.78
H -3.9043 3.1892 -1.2459 -1.46 -0.82 -0.81
H 3.7070 -4.1543 -1.3616 0.36 0.00 -0.69
H 1.5301 -4.2852 3.1048 -0.20 0.35 -0.50
H 2.0506 4.7653 1.8400 0.87 0.95 0.26
H 0.6762 3.8193 2.3486 -0.11 -0.09 0.07
H 2.2875 2.4067 0.8336 -0.27 0.87 -0.12
H 1.8361 3.5652 -0.5231 0.12 0.02 0.65
H -0.1479 0.9712 -1.8763 -1.47 -0.26 -0.74
H -1.6976 0.9519 -3.0279 0.80 0.40 1.29
H -3.0513 0.4307 0.8839 0.04 0.06 -0.73
H -1.3914 0.2415 0.9441 1.46 -0.02 0.76
H -0.4502 -1.1863 -2.9234 -1.48 0.35 0.68
H -2.2849 -1.0581 -2.6123 0.07 -0.78 -0.16
H -3.2461 -1.5265 -0.7410 0.77 0.52 0.04
H -2.4058 -1.9533 0.6420 0.10 -0.72 1.81
H 1.7232 -2.0750 -1.8892 -0.08 0.02 0.29
H 0.7012 -3.4134 -1.6919 -1.12 -0.91 -0.73
H -0.5699 -3.2413 1.3163 -2.09 -0.57 0.56
H 0.5000 -0.7443 -0.1804 0.25 -1.57 0.27